Entry 1:
Formula: C7H12
Source: the OMol25 dataset
Level of theory: the ωB97M-V functional and the def2-TZVPD basis

Each line ends with the Mulliken charge.
Element x y z (Å)
C 3.83716 -0.38711 1.05450  -1.31
C 2.64302 -0.26375 0.30067  0.28
C 1.65439 -0.00604 -0.32141  -0.07
C 0.39195 -0.31075 -0.90421  -0.51
C -0.70033 0.33506 -0.07141  -0.54
C -2.03573 -0.04903 -0.63128  -0.30
C -3.17773 0.57452 0.14507  -1.26
H 3.83319 0.18556 1.98490  0.30
H 4.60184 -0.04607 0.36997  0.28
H 3.98100 -1.43185 1.29838  0.30
H 0.32935 -1.40981 -0.91875  0.30
H 0.42819 0.02604 -1.93939  0.33
H -0.64465 0.03682 0.98807  0.31
H -0.57359 1.42387 -0.09025  0.30
H -2.10887 -1.14150 -0.61114  0.30
H -2.03930 0.24652 -1.69039  0.29
H -3.17639 0.27792 1.20313  0.32
H -3.11114 1.66560 0.11484  0.32
H -4.13235 0.27399 -0.28130  0.37

Its SMILES is CC#CCCCC. The value obtained for the relative energy (zero: lowest compared OMol25 entry of this formula, charge and spin) is 168.6 kJ/mol.



Entry 2:
Formula: C7H12
Source: the OMol25 dataset
Level of theory: the ωB97M-V functional and the def2-TZVPD basis

Each line ends with the Mulliken charge.
Element x y z (Å)
C 2.09650 0.26906 -0.80608  -1.12
C 1.09614 0.09913 0.07816  0.72
C 1.20913 -0.88229 1.20832  -1.32
C -0.18562 0.84500 -0.06699  0.62
C -0.15363 2.12974 -0.47308  -1.00
C -1.43789 0.12364 0.30062  -0.70
C -1.74541 -1.06833 -0.62745  -1.09
H 2.04110 0.67674 -1.80316  0.34
H 2.85892 -0.50230 -0.68189  0.29
H 0.50946 -1.70071 1.00486  0.25
H 0.87327 -0.46864 2.16177  0.30
H 2.18430 -1.35400 1.28333  0.41
H -0.88947 2.88401 -0.21664  0.32
H 0.86571 2.50537 -0.47973  0.31
H -1.42126 -0.29918 1.31149  0.30
H -2.24522 0.85906 0.35643  0.41
H -2.83884 -1.14890 -0.63465  0.35
H -1.42201 -0.93521 -1.65701  0.32
H -1.39517 -2.03220 -0.25830  0.31

Its SMILES is C=C(C)C(=C)CC. The value obtained for the relative energy (zero: lowest compared OMol25 entry of this formula, charge and spin) is 147.8 kJ/mol.



Entry 3:
Formula: C7H12
Source: the OMol25 dataset
Level of theory: the ωB97M-V functional and the def2-TZVPD basis

Each line ends with the Mulliken charge.
Element x y z (Å)
C 0.32567 2.40019 0.26606  -1.00
C 0.06858 1.40507 -0.68303  -0.04
C 0.29545 -0.08360 -0.31793  0.56
C 0.20267 -0.84485 -1.44718  -0.19
C 0.17684 -2.29515 -1.55861  -0.94
C 0.07083 -0.55790 1.17660  -0.54
C -0.84915 0.33475 2.09140  -1.29
H -0.16156 3.28378 0.55887  0.29
H 0.89265 1.76678 0.92254  0.41
H -0.62052 1.53629 -1.56427  0.17
H -0.32634 -0.28440 -2.29327  0.10
H -0.44213 -2.70159 -2.37677  0.30
H 1.40152 -2.42751 -1.65551  0.20
H -0.10886 -2.88523 -0.67331  0.30
H 1.17800 -0.56775 1.52629  0.26
H -0.18341 -1.62623 1.33314  0.33
H -1.98649 0.51334 1.81712  0.23
H -0.94626 -0.01478 3.02294  0.47
H -0.44193 1.25621 2.21838  0.37

Its SMILES is C=C/C(=C/C)CC. The value obtained for the relative energy (zero: lowest compared OMol25 entry of this formula, charge and spin) is 399.9 kJ/mol.



Entry 4:
Formula: C7H12
Source: the OMol25 dataset
Level of theory: the ωB97M-V functional and the def2-TZVPD basis

Each line ends with the Mulliken charge.
Element x y z (Å)
C -2.51595 0.33729 -0.10223  -0.98
C -0.93603 0.63009 1.11047  -0.92
C 0.37094 -0.34429 0.92473  0.01
C 0.39229 -1.28830 -0.34391  -0.68
C 1.69028 -0.68080 -0.85141  -0.27
C 1.49277 0.86391 -0.97866  -0.58
C 1.84195 0.18125 0.37329  -0.32
H -3.44179 0.90479 0.15173  0.35
H -2.76784 -0.69144 0.15440  0.32
H -2.55799 0.36049 -1.23290  0.26
H -0.54454 1.65784 1.06187  0.33
H -1.46183 0.62876 2.10219  0.35
H 0.55910 -0.90242 1.85799  0.44
H -0.35448 -1.21520 -1.13844  0.26
H 0.45926 -2.34881 -0.06529  0.31
H 2.37455 -1.34660 -1.39644  0.36
H 2.28938 1.56182 -1.30953  0.28
H 0.36657 1.37582 -1.26656  0.15
H 2.84092 0.30575 0.90655  0.33

The value obtained for the relative energy (zero: lowest compared OMol25 entry of this formula, charge and spin) is 477.9 kJ/mol.



Entry 5:
Formula: C7H12
Source: the OMol25 dataset
Level of theory: the ωB97M-V functional and the def2-TZVPD basis

Each line ends with the Mulliken charge.
Element x y z (Å)
C -2.59555 0.10880 0.09521  -1.52
C -1.17016 -0.41699 0.02163  0.54
C -0.22561 0.21868 -1.03111  -0.91
C 0.89330 0.09518 -0.00490  0.87
C 2.08980 -0.78384 -0.19186  -0.92
C 2.25192 0.70656 -0.01378  -0.62
C -0.13670 -0.03940 1.11571  -0.91
H -3.11008 0.00058 -0.87009  0.34
H -2.59723 1.17615 0.34983  0.34
H -3.18891 -0.42135 0.84895  0.37
H -1.16595 -1.50632 -0.09130  0.25
H -0.09854 -0.28696 -1.99562  0.34
H -0.49235 1.26911 -1.20858  0.27
H 2.26306 -1.20101 -1.18174  0.24
H 2.39400 -1.43242 0.62675  0.26
H 2.53245 1.30023 -0.88055  0.24
H 2.66492 1.06084 0.92739  0.24
H -0.37774 0.92482 1.58138  0.26
H 0.06933 -0.77264 1.90267  0.33

Its SMILES is CC1CC2(CC2)C1. The value obtained for the relative energy (zero: lowest compared OMol25 entry of this formula, charge and spin) is 120.2 kJ/mol.



Entry 6:
Formula: C7H12
Source: the OMol25 dataset
Level of theory: the ωB97M-V functional and the def2-TZVPD basis

Each line ends with the Mulliken charge.
Element x y z (Å)
C -1.20270 0.84601 1.25051  -1.00
C -1.67358 0.19616 0.00837  0.33
C -2.11236 -0.82140 -0.65941  -0.30
C -2.04452 0.46955 -1.42142  -0.57
H -1.95427 1.56464 1.59734  0.36
H -1.02421 0.11511 2.04504  0.23
H -0.27546 1.39714 1.06178  0.26
H -2.40166 -1.86075 -0.70304  0.36
H -1.25972 0.62721 -2.17013  0.14
H -2.96307 1.02273 -1.64463  0.22
C 1.64099 0.41290 -0.97133  -0.65
C 2.21705 0.05364 0.17271  -0.01
C 1.80985 -1.13785 0.99082  -0.90
H 1.97667 1.27890 -1.53553  0.24
H 0.80735 -0.15358 -1.38323  0.19
H 3.05089 0.64348 0.55589  0.31
H 2.57318 -1.92463 0.94160  0.33
H 0.86291 -1.55579 0.63207  0.21
H 1.69271 -0.87321 2.04872  0.25

Its SMILES is CC1=CC1.C=CC. The value obtained for the relative energy (zero: lowest compared OMol25 entry of this formula, charge and spin) is 295.8 kJ/mol.



Entry 7:
Formula: C7H12
Source: the OMol25 dataset
Level of theory: the ωB97M-V functional and the def2-TZVPD basis

Each line ends with the Mulliken charge.
Element x y z (Å)
C 1.75444 -0.35371 1.24012  -0.98
C 2.05339 -0.68613 -0.23198  -0.52
C 0.71705 -0.89072 -0.98732  -0.72
C -0.24277 0.23689 -0.86041  -0.58
C -1.55314 -0.02972 -0.21796  0.14
C -2.72559 0.75679 -0.33841  -0.72
C -2.24524 1.52784 0.69744  -0.53
H 0.94201 0.35888 1.24276  0.27
H 2.62057 0.08693 1.70787  0.34
H 1.51301 -1.21596 1.81877  0.30
H 2.67938 -1.55466 -0.39635  0.35
H 2.54534 0.14993 -0.74511  0.28
H 0.25788 -1.83008 -0.58099  0.32
H 0.94377 -1.13654 -2.03121  0.36
H -0.29632 0.90702 -1.71649  0.38
H -1.65557 -0.97780 0.26561  0.37
H -3.30780 0.93604 -1.14937  0.42
H -1.45406 2.33621 0.53917  0.27
H -2.54636 1.37880 1.74386  0.25

The value obtained for the relative energy (zero: lowest compared OMol25 entry of this formula, charge and spin) is 594.2 kJ/mol.



Entry 8:
Formula: C7H12Br4F3NO6S2
Source: the OMol25 dataset
Level of theory: the ωB97M-V functional and the def2-TZVPD basis

Each line ends with the Mulliken charge.
Element x y z (Å)
O -3.16961 1.45656 0.86567  -0.47
C -2.39395 0.56060 0.24089  0.23
O -1.56626 -0.35450 1.09447  -0.14
S -2.29488 -1.92757 1.12867  0.96
O -2.78149 -2.11150 2.61884  -0.54
O -3.49982 -2.04163 0.11903  -0.51
C -1.06542 -3.28481 0.66295  0.65
F -1.48246 -3.84176 -0.64688  -0.17
F 0.34718 -2.79844 0.57963  -0.23
F -1.05738 -4.32359 1.75924  -0.19
N -2.22049 0.40887 -1.25412  0.25
S -1.01481 1.51541 -1.87401  -0.25
C -3.52751 0.48003 -2.01175  -0.24
O -3.86237 -0.82503 -2.65685  -0.19
O -2.78158 -1.47133 -2.99316  -0.34
H -0.48587 1.01525 -3.08265  0.14
H -3.53392 1.32287 -2.82602  0.33
H -4.43712 0.70968 -1.28955  0.23
H -2.94610 -2.44991 -2.78432  0.32
Br 2.86272 -0.51184 2.36967  -0.12
C 2.91566 -2.45452 2.52651  -0.40
C 4.33014 -2.97391 2.41138  -0.56
Br 4.93375 -2.97242 0.55657  -0.14
H 2.24264 -2.85502 1.76352  0.17
H 2.50521 -2.67072 3.51697  0.35
H 4.38310 -4.02047 2.72559  0.35
H 5.05515 -2.39007 2.98420  0.38
Br 3.27828 5.97380 -2.08565  -0.13
C 1.77219 5.61710 -0.89996  -0.57
C 1.76907 4.17829 -0.43787  -0.62
Br 1.12061 2.98796 -1.84047  0.00
H 0.86551 5.90135 -1.44092  0.37
H 1.91180 6.29381 -0.05213  0.36
H 1.07158 4.04221 0.39389  0.34
H 2.75643 3.81521 -0.14136  0.38

The total energy comes out at -12171.7457 a.u.